(1)
Formula: C29H81N9O13
Source: the OMol25 dataset
Level of theory: the ωB97M-V functional and the def2-TZVPD basis

Last column: Mulliken charge in e.
Geometry (Å):
O -0.239 -3.176 2.758  -0.460
O -0.612 3.764 0.412  -0.304
O -1.785 -2.897 -0.986  0.568
O 2.216 -3.150 -5.694  -0.384
O -3.172 3.568 6.064  -0.423
O -1.214 -4.361 -4.139  -0.498
O -3.285 -0.272 -2.813  -0.770
O 1.811 1.703 -4.537  -0.476
O 5.432 1.249 4.058  -0.379
O 1.158 0.269 -1.245  -0.510
O 5.530 1.366 0.055  -0.683
O -0.781 0.283 2.692  0.818
O -3.232 2.491 1.586  -0.203
N 2.616 1.135 3.446  -0.412
N 1.303 -5.596 -4.551  -0.377
N 3.740 -0.095 0.316  0.291
N -3.972 -2.385 -2.649  -0.228
N -4.850 -1.022 -4.225  -0.431
N -1.468 4.870 3.021  -0.156
N -0.551 0.346 -2.644  0.227
N 3.345 2.188 0.015  0.018
N -0.891 0.390 -0.285  2.909
C 6.310 0.392 3.341  -0.544
C 2.221 -1.844 -5.214  -0.917
C 1.413 3.032 -4.020  0.400
C -4.133 1.756 0.743  0.310
C -2.054 -0.137 3.260  -0.483
C -4.396 2.596 -0.534  -1.006
C -0.100 0.325 -1.385  -0.146
C -0.039 3.351 -4.524  -0.916
C -2.584 -3.259 0.138  -0.906
C -2.073 4.813 4.299  -1.059
C -0.177 4.157 2.839  -0.556
C 0.298 0.479 3.582  -1.584
C 3.251 -4.002 -5.232  -0.528
C 4.504 0.601 4.882  -0.761
C -3.476 -2.073 0.582  -0.224
C 3.401 0.060 4.047  -0.183
C 1.511 0.688 2.691  2.327
C 2.686 -5.447 -4.958  -0.819
C 1.177 -3.046 2.393  0.093
C 1.239 -2.860 0.892  -0.128
C 4.331 1.141 0.129  0.319
C -0.515 -4.988 -3.087  -0.216
C -1.059 -2.942 -4.211  0.217
C -0.152 3.587 -0.925  -0.434
C -4.042 -1.139 -3.211  0.457
C 0.985 -4.954 -3.300  -0.080
C -2.417 3.368 4.884  0.622
C 0.363 4.226 1.385  -0.648
C -3.431 2.440 6.800  -0.666
H 0.107 1.340 4.229  0.295
H -3.764 1.609 6.180  0.250
H -1.834 0.736 -0.232  -1.026
H -5.082 -0.105 -4.468  0.291
H 7.200 1.019 3.064  0.193
H 4.324 1.421 5.576  0.311
H -2.069 -1.204 3.238  0.138
H -5.529 -1.756 -4.471  0.195
H -1.109 -2.285 -0.683  -0.406
H -3.072 5.310 4.289  0.373
H -1.899 -3.553 0.948  0.310
H 0.579 4.568 3.529  0.439
H 0.363 -3.503 0.601  0.049
H -0.386 0.576 0.560  -0.973
H -0.721 -4.566 -2.115  -0.179
H -1.471 2.830 5.115  0.032
H 0.738 -5.183 -5.269  0.342
H -4.628 3.620 -0.223  0.343
H -2.437 2.728 1.047  0.019
H -4.193 2.777 7.535  0.270
H 0.744 5.211 1.020  0.513
H -1.863 -2.557 -4.837  0.293
H 1.168 -1.808 0.605  -0.378
H -0.825 -6.009 -3.064  0.418
H 2.845 -5.955 -5.953  0.330
H -0.386 -3.556 3.646  0.235
H 4.991 -0.251 5.405  0.360
H 0.370 -0.439 4.200  0.432
H -3.462 2.681 -1.096  0.046
H 2.072 3.908 -4.185  0.413
H 3.839 -0.650 3.330  0.133
H 1.524 -5.438 -2.457  0.492
H -0.599 4.048 -3.944  0.338
H -4.159 -3.160 -3.211  0.325
H 1.737 -3.950 2.693  0.554
H -3.123 -2.559 -2.141  0.042
H 1.443 2.867 -2.933  -0.408
H 4.039 -4.041 -5.988  0.427
H 3.211 -1.425 -5.238  0.524
H 1.636 -2.174 2.852  -0.341
H -3.061 2.834 4.137  -0.048
H 3.591 3.041 -0.455  0.291
H -2.844 -1.184 0.557  -0.458
H -2.141 4.660 2.290  0.313
H 3.350 -6.007 -4.238  0.330
H 1.258 -3.877 -3.296  -0.134
H -1.093 -2.478 -3.212  -0.193
H 3.259 1.645 2.882  0.475
H -2.554 2.231 7.421  0.269
H 2.704 -0.519 4.713  0.254
H -3.197 -4.097 -0.205  0.326
H 0.460 4.372 -1.302  0.678
H -0.219 3.021 2.975  0.154
H 1.317 1.458 1.932  -1.145
H 4.059 -0.960 -0.008  0.255
H 2.733 -0.059 0.432  -0.530
H -5.077 1.715 1.376  0.352
H 1.948 -1.796 -4.121  0.261
H 1.412 -1.291 -5.659  0.301
H -1.534 0.367 -2.902  0.190
H 1.762 -0.270 2.176  -0.967
H -0.107 -2.664 -4.717  -0.051
H -0.588 2.396 -4.388  0.170
H 3.767 -3.574 -4.396  0.382
H -5.190 2.269 -1.252  0.316
H 0.417 2.681 -1.128  -0.389
H -4.243 -1.831 -0.242  0.241
H -1.100 3.461 -1.472  0.204
H 2.393 1.877 -0.148  -0.226
H 2.039 1.813 -5.481  0.272
H -0.032 3.711 -5.572  0.352
H -1.379 5.345 4.939  0.318
H -2.880 0.336 2.685  -0.152
H 1.328 3.644 1.399  0.160
H 0.292 0.529 -3.208  -0.124
H -3.801 0.732 0.531  -0.297
H -2.032 0.223 4.325  0.381
H -4.049 -2.167 1.504  0.457
H 2.167 -3.257 0.478  0.414
H 5.847 -0.071 2.473  0.151
H 6.563 -0.365 4.087  0.356

Results
Max |F|   3.74 eV/A
Relative energy (zero: lowest compared OMol25 entry of this formula, charge and spin)   1.118 eV
Energy   -71411.7741 eV
SMILES   COCCNCCOC.COCCNCCOC.COCCNCCOC.NC(N)=O.NC(N)=O.NC(N)=O.CCO.CCO.CCO.CCO
Frontier orbital gap   8.795 eV
Lowest unoccupied orbital energy   0.42 eV



(2)
Formula: C5H3F3
Source: the OMol25 dataset
Level of theory: the ωB97M-V functional and the def2-TZVPD basis

Last column: Mulliken charge in e.
Geometry (Å):
F -2.527 -0.233 -1.282  -0.206
F -2.375 0.604 0.852  -0.172
F -1.856 -1.495 0.414  -0.172
C 1.108 -0.194 -0.027  0.286
C 0.984 2.207 0.794  -0.606
C -1.882 -0.247 -0.073  0.495
C 1.377 -1.203 -0.757  -0.695
C 1.108 1.021 0.426  0.070
H 0.738 -2.170 -0.892  0.247
H 2.464 -1.334 -0.778  0.288
H 0.862 3.044 1.322  0.466

Results
Max |F|   5.01 eV/A
Relative energy (zero: lowest compared OMol25 entry of this formula, charge and spin)   5.322 eV
Energy   -13379.0698 eV
Frontier orbital gap (spin up / spin down)   9.028 / 7.453 eV
Lowest unoccupied orbital energy (spin up / spin down)   -0.62 / -0.55 eV



(3)
Formula: C6H15N3
Source: the OMol25 dataset
Level of theory: the ωB97M-V functional and the def2-TZVPD basis

Last column: Mulliken charge in e.
Geometry (Å):
N -0.410 1.367 -1.926  -0.879
N 0.857 -0.498 0.264  0.092
N 0.061 2.156 0.176  -0.425
C -0.222 1.070 -0.650  0.006
C -1.762 -0.051 1.052  -1.594
C 1.340 -0.381 1.626  -1.078
C -1.195 -1.325 -1.045  -2.049
C 1.928 -0.535 -0.719  -1.067
C -0.745 -0.246 -0.072  1.807
H 2.582 -1.399 -0.546  0.329
H -2.478 -0.878 1.092  0.379
H 0.315 2.982 -0.356  0.302
H 1.555 -0.607 -1.743  0.370
H 1.689 0.628 1.873  0.321
H -1.271 -2.287 -0.524  0.441
H -1.281 0.076 2.023  0.397
H -0.516 -1.462 -1.890  0.449
H -0.608 2.382 0.901  0.200
H 2.537 0.375 -0.652  0.352
H -2.178 -1.075 -1.463  0.408
H 0.590 -0.648 2.372  0.279
H -0.638 0.544 -2.484  0.279
H 2.182 -1.061 1.803  0.366
H -2.330 0.873 0.890  0.317

Results
Max |F|   5.87 eV/A
Relative energy (zero: lowest compared OMol25 entry of this formula, charge and spin)   2.364 eV
Energy   -10933.5458 eV
SMILES   [H]/N=C(/N)C(C)(C)N(C)C
Frontier orbital gap   8.421 eV
Lowest unoccupied orbital energy   0.82 eV



(4)
Formula: C4H12N3
Source: the OMol25 dataset
Level of theory: the ωB97M-V functional and the def2-TZVPD basis

Last column: Mulliken charge in e.
Geometry (Å):
N 0.502 0.282 -0.713  -0.196
N 0.141 1.614 -2.632  -0.376
N -0.499 -1.225 1.190  -0.366
C 0.068 0.081 0.873  0.053
C -1.574 -1.653 0.335  -0.822
C 1.287 0.112 1.787  -1.378
C 0.167 1.401 -1.317  0.227
H 0.438 0.902 -3.394  0.285
H -0.618 0.928 1.031  0.527
H -0.107 2.235 -0.686  0.319
H 0.265 -1.922 1.526  0.301
H -0.044 2.626 -2.858  0.285
H 1.401 1.193 2.040  0.334
H -1.224 -2.087 -0.756  0.196
H -2.261 -0.859 0.069  0.300
H 2.134 -0.213 1.209  0.369
H 1.122 -0.467 2.696  0.410
H 0.801 -0.455 -1.236  0.184
H -1.999 -2.492 0.835  0.349

Results
Max |F|   4.92 eV/A
Relative energy (zero: lowest compared OMol25 entry of this formula, charge and spin)   2.199 eV
Energy   -8805.5348 eV
SMILES   CN[C@@H](C)NC=[NH2+]
Frontier orbital gap   9.735 eV
Lowest unoccupied orbital energy   -3.33 eV
Charge   +1